# 1
C5H15ClN3 | the ωB97M-V functional and the def2-TZVPD basis

Each line ends with the Löwdin spin population.
Geometry (Å):
C  1.595  -2.280  0.287  0.01
C  -0.060  -2.910  -1.298  0.01
C  -1.676  0.108  -1.578  0.70
C  -0.247  4.076  2.762  0.00
C  0.857  -0.671  -1.444  0.01
N  0.860  -1.880  -0.872  0.06
N  -0.608  0.390  -0.966  0.54
N  -0.633  0.855  0.258  0.44
Cl  -2.089  1.502  1.048  0.09
H  1.167  -2.463  1.295  0.00
H  2.499  -3.017  0.051  0.01
H  2.103  -1.423  0.649  0.00
H  -0.793  -2.997  -0.476  0.00
H  -0.580  -2.675  -2.223  0.00
H  0.404  -3.974  -1.438  0.00
H  -2.587  0.634  -1.350  0.05
H  -1.636  -0.286  -2.559  0.04
H  0.197  4.644  3.583  0.00
H  -0.197  4.549  1.859  0.00
H  0.364  3.121  2.639  0.00
H  -1.208  3.877  3.117  0.00
H  0.541  -0.708  -2.583  0.00
H  1.671  0.007  -1.281  0.00
H  0.058  1.523  0.523  0.02

The total charge is +1. Its total energy is -22406.2917 eV. As for the multiplicity: 3. The calculation puts the highest occupied orbital energy (spin up / spin down) at -10.518 / -13.727 eV. The HOMO-LUMO gap (spin up / spin down) is 6.1 / 6.6 eV. For the molar mass, the calculation gives 152.65 g/mol.

# 2
C8H16NO | the ωB97M-V functional and the def2-TZVPD basis

Each line ends with the natural charge from an NBO analysis.
Geometry (Å):
C  -2.460  -2.000  -0.664  -0.04
C  -2.062  -1.125  0.076  -0.23
C  -3.077  -3.213  -1.292  -0.67
C  1.184  2.735  0.118  -0.65
C  2.401  -0.903  -0.069  -0.64
C  1.239  1.597  1.215  -0.19
C  0.984  -0.586  -0.334  -0.22
C  -0.965  0.834  0.277  0.45
N  0.324  0.376  0.595  -0.44
O  -1.466  1.648  1.244  -0.68
H  -3.234  -2.667  -2.247  0.25
H  -3.896  -3.394  -0.752  0.25
H  -2.207  -3.933  -1.357  0.25
H  0.333  3.363  0.153  0.23
H  2.133  3.432  0.121  0.26
H  1.227  2.298  -0.801  0.20
H  2.753  -1.717  -0.722  0.27
H  3.091  -0.035  -0.411  0.23
H  2.575  -1.117  0.992  0.23
H  0.760  2.015  2.004  0.23
H  2.290  1.342  1.514  0.26
H  0.345  -1.490  -0.234  0.26
H  0.828  -0.206  -1.281  0.21
H  -0.875  1.245  -0.658  0.18
H  0.175  -0.303  1.423  0.46
H  -2.399  1.802  1.089  0.53

The total charge is +1. Its total energy is -12079.7082 eV. The calculation puts the highest occupied orbital energy (spin up / spin down) at -13.100 / -13.100 eV. The HOMO-LUMO gap (spin up / spin down) is 8.6 / 8.6 eV. For the molar mass, the calculation gives 142.22 g/mol.

# 3
CH4N2O | the ωB97M-V functional and the def2-TZVPD basis

Each line ends with the natural charge from an NBO analysis.
Geometry (Å):
C  0.040  -0.236  -0.050  -0.43
N  0.126  0.507  1.176  -0.39
N  -0.862  1.276  1.433  0.22
O  -0.738  1.962  2.445  -0.43
H  0.830  -0.947  -0.092  0.21
H  -0.953  -0.776  0.094  0.23
H  0.189  0.510  -0.950  0.22
H  0.886  0.412  1.909  0.38

Its total energy is -6126.8310 eV. The calculation puts the highest occupied orbital energy at -9.294 eV. As for the SMILES: CNN=O. The HOMO-LUMO gap is 10.3 eV. For the molar mass, the calculation gives 60.06 g/mol.